No. 1
This record from the Open Molecules 2025 dataset describes C23H31As2N3O5Ru as an isolated structure in a non-equilibrium geometry. The level of theory is ωB97M-V/def2-TZVPD.

Multiplicity = 2
HOMO energy (alpha / beta) = -11.2 / -11.5 eV
Charge = +1
Energy = -6001.72460 Ha

Cartesian coordinates (Å):
1 Ru 0.239 0.550 -0.835
2 O 1.561 6.747 -1.042
3 C 1.197 5.458 -1.018
4 C -0.113 5.038 -0.792
5 C -0.367 3.685 -0.778
6 N 0.577 2.775 -1.000
7 C 1.831 3.181 -1.216
8 C 2.196 4.504 -1.221
9 C 2.750 2.029 -1.452
10 O 3.950 2.117 -1.433
11 O 2.065 0.921 -1.688
12 C -1.704 3.088 -0.464
13 O -2.719 3.751 -0.453
14 O -1.601 1.827 -0.167
15 H 0.796 7.324 -0.926
16 H -0.932 5.729 -0.629
17 H 3.228 4.786 -1.382
18 C -0.266 2.252 2.398
19 As 0.134 0.577 1.534
20 C 1.558 -0.037 2.671
21 C -1.426 -0.475 2.026
22 C -1.688 -0.721 3.371
23 C -2.835 -1.400 3.752
24 C -3.735 -1.830 2.786
25 C -3.478 -1.584 1.446
26 C -2.322 -0.914 1.058
27 As -1.980 -0.562 -0.819
28 C -3.584 0.334 -1.396
29 C -2.308 -2.282 -1.658
30 H -0.298 2.065 3.470
31 H -1.224 2.614 2.048
32 H 0.514 2.984 2.184
33 H 1.170 -0.105 3.684
34 H 2.351 0.710 2.642
35 H 1.968 -0.994 2.370
36 H -1.007 -0.375 4.139
37 H -3.029 -1.585 4.800
38 H -4.638 -2.353 3.075
39 H -4.197 -1.916 0.707
40 H -4.419 -0.336 -1.200
41 H -3.529 0.531 -2.466
42 H -3.690 1.267 -0.859
43 H -3.213 -2.701 -1.226
44 H -1.496 -2.993 -1.549
45 H -2.477 -2.112 -2.722
46 C 1.145 -1.817 -2.238
47 C 1.840 -3.187 -2.458
48 N 2.317 -3.715 -1.190
49 C 1.210 -3.838 -0.263
50 C 0.620 -2.441 0.066
51 N 1.262 -1.393 -0.788
52 C 2.721 -1.378 -0.437
53 C 3.310 -2.807 -0.628
54 H 0.089 -1.872 -2.484
55 H 1.611 -1.042 -2.837
56 H 2.691 -3.080 -3.129
57 H 1.151 -3.906 -2.903
58 H 1.571 -4.317 0.647
59 H 0.452 -4.487 -0.704
60 H 0.811 -2.184 1.105
61 H -0.446 -2.417 -0.078
62 H 2.814 -1.051 0.594
63 H 3.211 -0.651 -1.066
64 H 3.646 -3.218 0.323
65 H 4.165 -2.769 -1.301

No. 2
This record from the Open Molecules 2025 dataset describes a 3-piece molecular cluster, C20H34O9S overall in a non-equilibrium geometry. The level of theory is ωB97M-V/def2-TZVPD.

HOMO energy = -7.5 eV
Charge = 0
SMILES = CC(C)=CCC[C@H](C)CC[C@@H]1CCS(=O)(=O)OC1.O=C1OCCO1.O=C1OCCO1
Energy = -1857.69800 Ha

Cartesian coordinates (Å):
1 C 4.271 1.165 2.869
2 C 3.738 0.537 1.515
3 C 3.833 -1.015 1.371
4 C 3.227 1.403 0.541
5 C 1.806 1.287 -0.109
6 C 1.120 2.704 -0.154
7 C 0.691 3.297 1.247
8 C 1.827 4.222 1.872
9 C 0.149 2.239 2.282
10 C -1.113 2.753 3.102
11 C -2.471 2.126 2.596
12 C -2.551 0.661 3.188
13 C -3.406 -0.367 2.342
14 S -3.147 -0.225 0.531
15 O -2.340 -1.389 0.083
16 O -4.475 -0.165 -0.124
17 O -2.212 1.112 0.282
18 C -2.695 2.239 1.040
19 H 3.948 2.235 2.959
20 H 3.923 0.564 3.745
21 H 5.397 1.179 2.794
22 H 3.017 -1.467 0.751
23 H 3.863 -1.484 2.394
24 H 4.829 -1.244 0.903
25 H 3.887 2.264 0.244
26 H 1.972 0.972 -1.185
27 H 1.182 0.480 0.347
28 H 1.888 3.416 -0.580
29 H 0.271 2.710 -0.887
30 H -0.164 4.009 1.038
31 H 2.831 3.731 1.853
32 H 1.854 5.152 1.236
33 H 1.527 4.513 2.910
34 H -0.065 1.229 1.858
35 H 0.970 2.088 3.044
36 H -1.139 3.868 3.190
37 H -0.969 2.363 4.153
38 H -3.304 2.717 3.076
39 H -1.548 0.187 3.353
40 H -3.034 0.746 4.198
41 H -4.489 -0.362 2.635
42 H -3.035 -1.394 2.616
43 H -3.769 2.480 0.795
44 H -2.112 3.130 0.672
45 O 3.429 -4.460 -1.548
46 C 2.319 -4.039 -1.456
47 O 1.349 -4.221 -2.388
48 C 0.120 -3.774 -1.818
49 C 0.575 -2.807 -0.764
50 O 1.859 -3.313 -0.403
51 H -0.510 -3.307 -2.570
52 H -0.408 -4.633 -1.398
53 H 0.691 -1.791 -1.150
54 H -0.091 -2.784 0.097
55 O -1.787 -5.024 -4.086
56 C -2.030 -4.194 -4.901
57 O -3.094 -4.232 -5.744
58 C -3.165 -2.967 -6.396
59 C -1.753 -2.463 -6.302
60 O -1.276 -3.082 -5.111
61 H -3.502 -3.080 -7.426
62 H -3.874 -2.331 -5.858
63 H -1.134 -2.790 -7.142
64 H -1.699 -1.378 -6.225